54
Properties=species:S:1:pos:R:3:forces:R:3 method="wB97M-V/def2-TZVPD" homo_ha=-0.29180 fmax_ev_per_a=18.8 relative_energy_kj_mol=2170.80 lumo_energy_ev=-0.1 total_energy_ev=-59089.267
C -6.5773 -0.9278 -1.3736 2.17 4.75 -6.49
H -7.1747 -0.9152 -2.2952 -0.33 0.24 0.75
O -5.1888 -0.7255 -2.0619 -6.17 -0.17 -0.63
C -4.2099 -0.8246 -1.2485 0.90 -0.41 -2.26
C -3.0042 -0.8301 -2.0119 2.76 0.68 8.08
C -1.9208 -0.6892 -1.0774 1.19 -0.46 -4.39
C -2.0089 -0.8142 0.4245 7.53 0.94 -11.06
C -3.1578 -0.8269 0.7763 -10.47 -0.24 10.07
C -4.3602 -0.8745 0.0703 1.97 -0.49 1.89
H -5.2037 -1.0671 0.6780 -1.00 0.26 -0.16
H -3.2300 -0.7306 1.9935 -0.36 -0.39 -2.66
N -0.8348 -0.4938 0.9104 7.79 -3.31 5.06
C 0.3699 -1.6086 0.8752 -1.93 9.26 4.79
N 1.3006 -0.8969 1.8327 0.63 -8.67 -6.05
N 0.8251 0.1432 2.2201 -2.28 5.86 4.52
C -0.4290 0.3662 2.0178 3.59 -7.23 -5.75
C -1.1495 1.4347 2.2415 -4.26 11.09 1.81
C -1.7895 2.1298 1.0175 2.21 0.23 0.12
C -2.9599 2.5055 0.5299 -9.45 -6.19 14.59
C -3.1073 2.9744 -0.5910 -0.56 5.13 -14.29
C -1.8218 3.0106 -1.2055 -2.20 -1.51 10.21
N -1.0890 2.6638 0.0411 7.80 0.01 -6.11
C 0.4561 2.6169 -0.1248 -10.22 -11.73 -8.79
H 0.7596 3.2769 -0.7365 1.25 4.60 -5.65
H 0.8992 2.9006 0.5481 7.70 4.29 14.00
H 0.8882 1.5319 -0.4978 -1.27 2.60 1.06
H -1.3506 3.1836 -2.0405 2.27 1.27 -4.20
H -3.9055 3.3694 -1.3074 0.39 -1.02 2.01
H -3.9960 2.1636 1.3252 2.88 1.25 -2.56
H -1.9793 1.2890 2.9197 -0.25 -0.01 0.49
H -0.5366 2.4184 2.6727 -1.08 -2.98 -0.48
S 0.3760 -2.8801 -0.1225 1.36 -2.27 -0.35
C 1.9913 -3.5648 0.6284 -0.50 -2.58 -4.12
H 1.9631 -3.6061 1.6669 -0.21 0.76 1.93
H 1.8497 -4.7243 0.3444 0.98 2.76 0.10
C 3.2384 -2.8077 -0.0306 -0.71 -8.79 -3.77
O 3.8054 -3.5951 -1.1220 -2.70 5.31 6.01
N 3.5248 -1.7824 0.7099 3.65 -0.07 -4.78
C 4.5330 -0.8985 0.0693 -7.25 -4.88 4.99
C 5.4012 -1.1528 -0.7967 10.08 -6.76 -10.09
C 6.5846 -0.4505 -1.0669 -2.40 2.76 0.36
C 6.3922 0.9449 -0.3833 12.95 -7.13 -11.66
C 5.4782 1.1797 0.3498 -6.27 3.53 6.96
C 4.5415 0.1749 0.6815 -1.18 11.33 4.90
H 3.7370 0.6382 1.3167 0.70 -1.49 -0.15
H 5.7633 2.1301 0.7741 -1.75 0.68 1.08
Cl 7.8518 1.8965 -1.0013 -1.37 0.37 1.20
H 7.3853 -0.7820 -1.9192 -2.19 1.16 2.61
H 5.5157 -2.1586 -1.4637 -1.35 2.12 2.21
H 2.7585 -1.3540 1.2059 -0.75 0.66 1.19
H -0.8884 -0.4417 -1.6746 -2.19 -0.67 2.15
H -2.9887 -0.5358 -2.9858 0.17 0.32 -2.58
H -6.5559 -1.8098 -1.0145 0.06 -6.20 2.82
H -6.7721 -0.1737 -0.6878 -0.33 1.46 1.05

71
Properties=species:S:1:pos:R:3:forces:R:3 method="wB97M-V/def2-TZVPD" total_charge=+1 s2=0.76 homo_ha="-0.38869 / -0.38809" fmax_ev_per_a=0.6 multiplicity=2 relative_energy_kj_mol=357.92 lumo_energy_ev="-4.7 / -7.3" total_energy_ev=-105962.502
Ti -0.4928 0.4172 0.3851 -0.57 0.27 -0.12
C 1.4654 4.5514 0.3547 -0.01 -0.01 -0.09
C 0.8578 4.1816 -0.9630 0.06 -0.14 0.12
N 0.9083 5.0356 -1.9619 0.02 0.08 -0.10
C 0.3497 4.7153 -3.1410 0.04 0.01 0.07
C -0.3157 3.5371 -3.3797 -0.05 -0.10 -0.05
C -0.9536 3.2768 -4.7211 0.00 -0.01 -0.02
O -2.3582 3.0685 -4.6415 0.00 0.00 0.02
C -0.3940 2.6067 -2.3200 -0.03 0.02 0.15
C -1.1673 1.3951 -2.4713 -0.03 -0.05 -0.12
N -1.4471 0.5457 -1.5424 0.15 0.12 0.10
C -2.3235 -0.5450 -1.8209 -0.10 -0.16 0.06
C -3.0177 -0.7783 -2.9483 -0.01 0.10 -0.08
C -3.6341 -2.0672 -3.1758 -0.01 -0.05 0.01
C -3.5135 -3.0840 -2.3045 0.02 0.06 0.03
C -2.9437 -2.8790 -0.9677 -0.05 -0.07 0.01
C -2.3719 -1.5066 -0.7120 0.00 0.11 0.14
I -2.6510 1.3461 1.6769 0.19 -0.08 -0.15
C 0.2360 2.9191 -1.1188 -0.13 0.13 -0.17
O 0.2392 2.0510 -0.1198 0.00 -0.54 0.14
H 1.7869 5.5888 0.3215 0.01 0.00 0.00
H 2.3244 3.9073 0.5550 0.02 0.01 0.05
H 0.7451 4.4178 1.1633 0.00 -0.02 0.00
H 0.4290 5.4619 -3.9237 0.01 0.01 0.01
H -0.5519 2.3658 -5.1693 0.00 0.01 0.00
H -0.7128 4.0996 -5.3988 0.00 0.01 0.00
H -2.7802 3.8828 -4.3464 0.01 0.00 0.00
H -1.5854 1.2258 -3.4569 0.00 0.01 0.00
H -3.0675 -0.0528 -3.7505 0.01 0.00 0.02
H -4.1218 -2.2295 -4.1276 0.00 0.00 0.00
H -3.8427 -4.0806 -2.5710 0.00 0.00 0.00
H -2.7998 -4.2291 0.6808 0.00 -0.01 0.00
O 1.1896 -5.0055 0.7907 0.06 -0.16 0.08
C 0.0022 -5.0313 0.1915 -0.19 0.02 -0.05
O -0.4571 -6.0671 -0.2146 0.04 0.03 0.02
C -0.8060 -3.7597 0.0778 -0.09 -0.07 0.03
C -2.2636 -4.0211 -0.2503 0.03 0.01 0.02
N -3.6158 -1.8984 -0.0869 0.10 -0.06 -0.10
N -1.2351 -1.3858 0.1315 0.33 0.23 -0.03
C -0.3935 -2.4858 0.2478 0.06 0.08 -0.01
C 0.9872 -1.9579 0.5600 -0.05 0.11 -0.08
O 1.8712 -2.5690 1.1517 0.10 0.05 -0.04
O 1.1166 -0.7091 0.2110 0.00 -0.04 -0.06
H 1.4671 -4.0878 1.0188 0.02 0.06 -0.08
H -2.3104 -4.9284 -0.8495 0.02 -0.01 -0.02
H -4.4001 -1.4742 -0.5774 -0.02 0.01 0.05
N 2.0470 0.6152 -2.4073 0.00 0.02 -0.07
N 2.9694 1.6068 -2.7704 -0.05 0.15 0.00
C 3.7682 2.2156 -1.8614 0.10 -0.10 0.00
N 4.3950 3.3233 -2.3059 0.01 -0.02 -0.01
S 3.9824 1.6415 -0.3035 -0.05 0.03 0.00
H 1.8607 0.7534 -1.4171 0.04 -0.17 0.07
H 2.4964 -0.2913 -2.4883 0.07 0.02 0.06
H 2.6858 2.1411 -3.5773 -0.02 0.02 -0.01
H 4.4293 3.5481 -3.2868 -0.02 0.02 0.01
H 5.0898 3.7307 -1.7058 -0.01 0.00 0.01
N 3.8765 -1.9784 5.4939 0.02 -0.09 0.00
C 2.9632 -2.3348 4.6314 -0.07 0.24 0.03
S 2.7370 -3.8588 3.9834 0.02 -0.19 -0.06
C 2.0448 -1.3377 4.0394 0.03 0.05 0.02
C 0.6777 -1.5823 4.0169 0.02 -0.08 0.07
C -0.1109 -0.7663 3.2241 0.00 0.04 -0.05
N 0.4186 0.1895 2.4619 -0.05 0.07 0.18
C 1.7202 0.4853 2.5609 -0.03 -0.02 -0.06
C 2.5768 -0.2482 3.3560 0.02 -0.06 0.03
H 4.5622 -2.6306 5.8493 0.01 0.02 0.01
H 3.8978 -1.0302 5.8445 0.00 0.00 0.00
H 0.2400 -2.4083 4.5602 -0.03 0.02 0.00
H -1.1783 -0.9248 3.1224 0.00 0.01 0.01
H 2.0943 1.2596 1.9005 0.01 0.02 0.02
H 3.6397 -0.0487 3.3364 -0.01 0.03 -0.02